w) A structure of composition H22O11, computed with ωB97M-V with the def2-TZVPD basis set.

Element x y z (Å)
O  -1.96  -1.08  1.52
H  -2.33  -1.45  2.32
H  -1.01  -1.20  1.61
O  0.12  -1.72  2.46
H  0.11  -2.56  2.92
H  0.51  -1.93  1.61
O  0.04  -0.22  -0.56
H  0.14  -0.83  0.17
H  -0.14  0.63  -0.14
O  -0.47  3.32  -0.05
H  0.37  3.58  0.34
H  -0.50  2.37  0.06
O  2.37  0.57  -0.04
H  2.98  0.48  0.70
H  2.15  -0.33  -0.28
O  -0.83  -0.37  -2.32
H  -0.21  -0.35  -1.59
H  -1.49  -1.00  -2.04
O  1.17  1.84  -1.57
H  1.41  1.21  -0.89
H  1.71  2.61  -1.40
O  1.10  -1.81  0.72
H  1.13  -2.76  0.83
H  1.95  -1.58  0.34
O  -0.80  1.72  -2.14
H  -0.65  0.79  -2.27
H  -0.02  2.03  -1.67
O  -0.41  1.28  0.54
H  0.30  1.44  1.16
H  -1.17  1.08  1.08
O  -1.75  -1.79  -0.83
H  -1.95  -1.29  -0.03
H  -1.90  -2.70  -0.57

Gap between HOMO and LUMO = 0.185 Ha
HOMO level = -0.23359 Ha
LUMO level = -1.31 eV
2S+1 = 1

x) A cluster of 11 separate species, H22O11 in total, computed with ωB97M-V with the def2-TZVPD basis set.

Element x y z (Å)
O  2.87  -2.24  0.77
H  2.90  -2.05  -0.13
H  1.88  -1.75  0.92
O  1.45  -0.65  2.70
H  0.79  -0.05  2.19
H  1.26  -0.17  3.46
O  -0.89  -2.19  -0.75
H  -0.59  -3.20  -0.28
H  -1.16  -2.53  -1.61
O  -0.38  0.37  -3.33
H  -0.71  0.53  -2.46
H  -0.10  1.32  -3.60
O  1.39  3.18  1.14
H  2.20  3.72  0.79
H  1.08  2.98  0.37
O  -2.22  0.56  -1.21
H  -2.06  0.89  -0.36
H  -3.11  0.82  -1.22
O  0.02  0.06  0.47
H  -0.43  -0.68  0.15
H  -0.64  0.71  0.76
O  2.09  -1.27  -1.66
H  2.27  -0.31  -1.86
H  1.09  -1.19  -1.49
O  3.24  0.97  1.31
H  2.47  1.42  1.39
H  3.04  0.21  1.63
O  -3.84  -1.99  -0.65
H  -3.63  -2.45  0.25
H  -3.18  -1.31  -0.76
O  -2.04  1.89  0.99
H  -2.30  2.90  0.84
H  -2.76  1.50  1.25

Gap between HOMO and LUMO = 0.334 Ha
HOMO level = -0.36067 Ha
LUMO level = -0.74 eV
2S+1 = 1

y) A cluster of 11 separate species, H22O11 in total, computed with ωB97M-V with the def2-TZVPD basis set.

Element x y z (Å)
O  0.59  2.29  -1.88
H  0.30  2.46  -2.79
H  -0.19  1.89  -1.45
O  0.43  -3.28  -1.08
H  0.33  -3.67  -0.20
H  1.21  -2.71  -1.00
O  -0.24  1.85  1.87
H  -0.87  2.05  1.15
H  0.13  0.99  1.64
O  2.79  -1.52  -0.27
H  3.63  -1.88  0.03
H  2.99  -0.62  -0.57
O  -1.86  1.61  -0.44
H  -2.46  1.92  -1.12
H  -2.29  0.81  -0.05
O  -1.04  -1.78  2.69
H  -0.79  -1.54  1.78
H  -1.20  -0.94  3.12
O  -3.03  -0.53  0.61
H  -3.52  -0.95  1.31
H  -2.59  -1.23  0.10
O  1.64  3.14  1.53
H  2.00  2.60  0.81
H  0.77  2.76  1.73
O  0.24  -0.55  0.34
H  1.09  -0.83  -0.04
H  -0.33  -0.40  -0.42
O  -2.05  -2.13  -1.29
H  -1.11  -2.40  -1.30
H  -2.39  -2.26  -2.18
O  2.37  1.39  -0.66
H  3.30  1.62  -0.53
H  2.12  1.84  -1.47

Gap between HOMO and LUMO = 0.331 Ha
HOMO level = -0.33225 Ha
LUMO level = -0.04 eV
2S+1 = 1

z) A cluster of 11 separate species, H22O11 in total, computed with ωB97M-V with the def2-TZVPD basis set.

Element x y z (Å)
O  -0.45  0.23  0.53
H  -0.58  -0.72  0.51
H  0.48  0.33  0.79
O  3.49  1.97  0.27
H  2.89  2.54  0.76
H  3.69  1.26  0.89
O  1.76  -1.04  3.20
H  2.01  -0.51  3.97
H  0.90  -0.69  2.94
O  2.17  -0.71  0.69
H  1.55  -1.42  0.88
H  2.86  -0.80  1.36
O  -1.49  -3.82  -1.59
H  -1.91  -3.20  -0.98
H  -0.55  -3.65  -1.47
O  -0.66  1.57  -1.26
H  -1.52  1.86  -1.61
H  -0.78  1.58  -0.31
O  -0.57  5.01  -1.50
H  -1.17  4.28  -1.30
H  0.31  4.62  -1.42
O  1.63  0.51  -0.99
H  0.89  1.08  -1.24
H  1.45  -0.33  -1.42
O  -4.34  0.95  1.66
H  -4.86  0.38  2.24
H  -4.10  0.37  0.93
O  2.11  -2.93  -1.80
H  2.76  -2.43  -2.30
H  1.27  -2.50  -2.00
O  -3.46  -1.18  -0.14
H  -2.81  -0.91  -0.80
H  -2.94  -1.66  0.52

Gap between HOMO and LUMO = 0.342 Ha
HOMO level = -0.36697 Ha
LUMO level = -0.69 eV
2S+1 = 1

Which of them is the least stable? Correct choice: w).

w) A cluster of 11 separate species, H22O11 in total, computed with ωB97M-V with the def2-TZVPD basis set.

Element x y z (Å)
O  0.57  6.12  -1.54
H  1.48  5.87  -1.73
H  0.14  5.30  -1.28
O  1.80  0.04  -5.08
H  1.13  -0.08  -4.41
H  1.75  -0.74  -5.62
O  -0.50  -4.97  -3.09
H  -0.32  -5.89  -2.90
H  -1.46  -4.92  -3.12
O  -3.87  -0.02  5.09
H  -4.11  -0.10  4.17
H  -3.01  -0.45  5.16
O  -3.66  3.63  0.46
H  -3.11  3.25  -0.22
H  -4.17  4.30  0.02
O  -4.76  -3.17  0.26
H  -4.69  -3.53  -0.62
H  -5.44  -3.70  0.68
O  3.69  2.65  1.71
H  3.72  3.50  2.14
H  4.04  2.82  0.83
O  1.04  -4.48  1.53
H  0.54  -4.60  0.73
H  0.71  -5.15  2.13
O  5.01  2.77  -2.76
H  4.41  2.25  -3.29
H  5.88  2.44  -2.99
O  0.99  -1.18  5.12
H  1.40  -0.32  5.25
H  1.26  -1.44  4.24
O  -0.23  0.10  -0.64
H  0.53  0.25  -0.08
H  -0.76  -0.54  -0.17

Gap between HOMO and LUMO = 0.411 Ha
HOMO level = -0.41318 Ha
LUMO level = -0.06 eV
2S+1 = 1

x) A cluster of 11 separate species, H22O11 in total, computed with ωB97M-V with the def2-TZVPD basis set.

Element x y z (Å)
O  -10.74  -21.28  -25.25
H  -9.94  -21.79  -25.37
H  -10.44  -20.41  -24.99
O  -14.74  -23.36  -23.99
H  -14.48  -22.64  -24.57
H  -14.86  -22.94  -23.14
O  -11.66  -19.82  -22.47
H  -12.36  -19.48  -23.03
H  -10.86  -19.71  -22.97
O  -16.27  -21.48  -26.13
H  -16.77  -21.84  -26.86
H  -15.36  -21.51  -26.43
O  -10.75  -23.97  -26.83
H  -10.47  -23.07  -26.68
H  -11.31  -24.17  -26.07
O  -9.98  -20.74  -28.03
H  -10.42  -20.45  -27.23
H  -9.53  -19.96  -28.34
O  -13.24  -21.60  -25.68
H  -13.56  -21.05  -24.96
H  -12.29  -21.65  -25.55
O  -12.30  -24.64  -24.62
H  -13.12  -24.23  -24.33
H  -11.63  -24.25  -24.06
O  -12.64  -21.61  -28.98
H  -11.91  -21.66  -28.37
H  -12.34  -22.10  -29.75
O  -14.77  -21.15  -22.23
H  -15.68  -20.98  -21.99
H  -14.38  -20.29  -22.35
O  -14.06  -18.88  -23.32
H  -13.78  -18.19  -22.72
H  -14.77  -18.48  -23.83

Gap between HOMO and LUMO = 0.365 Ha
HOMO level = -0.38762 Ha
LUMO level = -0.60 eV
2S+1 = 1

Which of them is the least stable? Correct choice: w).

w) A cluster of 11 separate species, H22O11 in total, computed with ωB97M-V with the def2-TZVPD basis set.

Element x y z (Å)
O  -0.63  -0.14  -0.20
H  -0.18  -0.06  -1.05
H  -0.20  -0.88  0.23
O  -4.94  0.80  -0.47
H  -5.26  1.09  0.39
H  -5.74  0.70  -1.00
O  3.81  1.02  -2.22
H  4.20  1.72  -2.76
H  4.57  0.65  -1.75
O  -2.02  2.22  -1.43
H  -1.40  2.12  -2.17
H  -2.83  2.54  -1.85
O  3.06  -2.35  0.64
H  3.39  -1.45  0.50
H  2.22  -2.36  0.17
O  1.25  3.65  0.24
H  1.65  4.52  0.16
H  1.56  3.17  -0.54
O  3.17  1.72  2.96
H  2.83  2.61  3.09
H  2.63  1.37  2.24
O  -1.64  -2.69  0.13
H  -2.17  -3.00  -0.61
H  -1.25  -3.50  0.49
O  1.75  -2.69  -2.06
H  1.00  -2.33  -1.57
H  1.35  -3.16  -2.79
O  1.68  -1.14  2.23
H  1.16  -1.51  1.51
H  1.40  -1.64  3.01
O  -4.69  -0.67  1.67
H  -5.39  -0.09  1.96
H  -4.34  -0.24  0.87

Gap between HOMO and LUMO = 0.370 Ha
HOMO level = -0.36700 Ha
LUMO level = 0.08 eV
2S+1 = 1

x) A cluster of 11 separate species, H22O11 in total, computed with ωB97M-V with the def2-TZVPD basis set.

Element x y z (Å)
O  -2.35  1.14  -2.44
H  -1.44  0.93  -2.61
H  -2.86  0.46  -2.89
O  2.01  -0.65  1.17
H  1.73  0.27  1.11
H  2.71  -0.54  1.79
O  2.59  -1.07  -1.49
H  2.49  -0.91  -0.50
H  3.52  -1.33  -1.68
O  -2.43  1.44  0.53
H  -2.69  0.89  1.25
H  -2.64  0.98  -0.27
O  -0.76  -1.49  1.46
H  -0.82  -0.64  2.01
H  0.18  -1.79  1.64
O  -2.67  -1.75  -1.07
H  -2.31  -1.83  -0.14
H  -1.87  -1.93  -1.52
O  0.15  -1.97  -1.31
H  -0.12  -1.75  -0.32
H  1.08  -2.23  -1.21
O  0.37  0.56  -2.76
H  0.15  -0.28  -2.31
H  1.22  0.46  -3.13
O  -0.73  0.78  3.11
H  0.18  1.16  2.96
H  -0.47  -0.03  3.72
O  1.91  2.02  2.13
H  2.70  2.55  1.99
H  1.27  2.22  1.42
O  0.29  1.53  0.05
H  -0.67  1.48  0.20
H  0.30  1.34  -0.88

Gap between HOMO and LUMO = 0.387 Ha
HOMO level = -0.39105 Ha
LUMO level = -0.10 eV
2S+1 = 1

y) A cluster of 11 separate species, H22O11 in total, computed with ωB97M-V with the def2-TZVPD basis set.

Element x y z (Å)
O  -0.10  -1.40  -3.56
H  -0.46  -2.01  -4.21
H  -0.82  -1.27  -2.94
O  0.68  2.04  -2.10
H  1.37  2.66  -2.12
H  -0.03  2.53  -2.55
O  2.49  -1.03  1.95
H  2.89  -0.20  2.39
H  2.58  -0.96  0.99
O  0.08  -0.10  -0.25
H  0.10  0.24  0.67
H  0.00  0.67  -0.82
O  -2.40  -1.01  0.80
H  -1.58  -1.15  0.36
H  -3.06  -1.37  0.18
O  0.60  -2.66  0.00
H  1.49  -3.06  -0.12
H  0.61  -1.80  -0.45
O  -1.28  -1.83  3.26
H  -0.76  -1.04  3.10
H  -1.93  -1.78  2.58
O  -2.89  1.67  1.34
H  -2.10  1.98  0.92
H  -2.77  0.71  1.33
O  0.22  0.12  2.40
H  1.04  -0.40  2.21
H  0.59  0.99  2.69
O  2.40  0.19  -3.28
H  1.62  0.61  -2.97
H  2.22  -0.28  -4.09
O  -0.65  2.96  0.66
H  -0.23  2.79  1.53
H  0.10  3.20  0.11

Gap between HOMO and LUMO = 0.335 Ha
HOMO level = -0.35614 Ha
LUMO level = -0.57 eV
2S+1 = 1

Which of them is the least stable? Correct choice: w).

w) A cluster of 11 separate species, H22O11 in total, computed with ωB97M-V with the def2-TZVPD basis set.

Element x y z (Å)
O  0.42  -0.49  -0.24
H  0.45  0.40  -0.61
H  0.80  -0.40  0.64
O  -0.18  2.07  -2.70
H  0.78  2.16  -2.67
H  -0.49  2.98  -2.79
O  0.63  -1.11  2.89
H  1.34  -0.91  2.26
H  0.41  -2.03  2.70
O  -0.90  1.81  -4.34
H  -0.86  1.64  -5.28
H  -1.52  2.55  -4.26
O  3.37  -0.64  0.54
H  3.36  -1.58  0.76
H  4.23  -0.50  0.13
O  -0.51  -0.10  3.99
H  -1.10  0.62  3.75
H  -1.03  -0.90  3.82
O  -2.77  -2.72  0.99
H  -3.55  -2.28  0.61
H  -3.02  -3.65  1.01
O  0.58  4.79  1.46
H  -0.24  4.28  1.42
H  1.26  4.11  1.52
O  0.99  -0.79  -5.07
H  1.06  -0.70  -4.11
H  1.90  -0.84  -5.37
O  2.99  -2.71  3.78
H  3.34  -2.08  3.14
H  2.10  -2.88  3.47
O  -4.71  -0.03  -1.07
H  -4.36  -0.80  -1.53
H  -4.01  0.22  -0.46

Gap between HOMO and LUMO = 0.324 Ha
HOMO level = -0.32583 Ha
LUMO level = -0.05 eV
2S+1 = 1

x) A cluster of 11 separate species, H22O11 in total, computed with ωB97M-V with the def2-TZVPD basis set.

Element x y z (Å)
O  2.97  -0.90  0.19
H  3.42  -0.18  -0.24
H  2.50  -0.47  0.88
O  1.16  -1.06  -2.12
H  1.99  -0.87  -1.66
H  0.85  -1.94  -1.75
O  1.92  0.81  2.09
H  1.26  1.18  2.63
H  1.91  1.42  1.32
O  0.14  0.39  -0.05
H  0.06  -0.20  0.71
H  0.37  -0.08  -0.83
O  -0.51  -1.05  -4.38
H  -0.08  -0.94  -3.55
H  0.06  -1.71  -4.75
O  -0.39  -1.39  2.06
H  -0.06  -1.47  2.95
H  -0.35  -2.26  1.67
O  -1.52  -1.74  -1.27
H  -2.09  -1.70  -0.48
H  -2.03  -1.34  -1.97
O  2.20  2.93  0.16
H  1.45  3.02  -0.42
H  1.99  3.56  0.87
O  -2.19  0.86  -1.62
H  -2.71  1.26  -0.94
H  -1.38  0.69  -1.16
O  -2.97  -1.14  2.47
H  -3.40  -1.30  1.67
H  -1.98  -1.21  2.22
O  -1.12  2.52  1.70
H  -0.84  2.19  2.56
H  -0.62  2.11  1.01

Gap between HOMO and LUMO = 0.390 Ha
HOMO level = -0.40032 Ha
LUMO level = -0.27 eV
2S+1 = 1

Which of them is the least stable? Correct choice: w).

w) A cluster of 15 separate species, H29O15 in total, computed with ωB97M-V with the def2-TZVPD basis set.

Element x y z (Å)
O  1.35  -4.19  -3.06
H  0.67  -4.45  -2.44
H  1.85  3.66  2.13
O  2.71  -0.24  -0.47
H  1.81  -0.34  -0.20
H  -0.65  2.38  -3.73
O  1.28  4.34  2.51
H  -2.37  -0.52  -0.78
H  -0.49  1.05  -1.74
O  0.85  1.51  1.51
H  -1.44  -0.27  2.44
H  0.14  0.72  1.52
O  5.12  0.49  -0.35
H  4.86  0.90  0.48
H  -4.26  0.47  3.03
O  -0.17  -1.62  0.00
H  0.06  -4.85  2.92
H  -0.50  -0.80  0.52
O  -2.84  -1.32  -1.09
H  4.95  -0.45  -0.36
H  3.08  0.61  -0.28
O  -2.81  1.19  0.01
H  -3.61  1.57  0.34
H  1.10  -3.28  -3.26
O  -1.12  0.06  1.61
H  -4.82  1.00  1.59
H  0.47  3.86  2.70
O  -0.38  -4.01  3.05
H  0.55  2.40  1.35
O  -1.49  -3.92  0.72
H  -1.61  -3.74  1.68
H  0.29  -3.43  2.68
O  2.69  3.12  -1.59
H  3.43  2.91  -2.14
H  2.72  2.74  -0.71
O  -4.86  0.37  2.30
H  -2.11  -1.74  -1.56
H  -2.21  0.78  0.72
O  -0.30  0.95  -2.65
H  0.34  -2.22  0.54
H  -1.31  -3.03  0.34
O  -0.45  3.29  -4.02
H  0.28  0.29  -3.01
H  -0.76  3.78  -3.25

Gap between HOMO and LUMO = 0.342 Ha
HOMO level = -0.25265 Ha
LUMO level = 2.44 eV
Total charge = -1
2S+1 = 1

x) A cluster of 15 separate species, H29O15 in total, computed with ωB97M-V with the def2-TZVPD basis set.

Element x y z (Å)
O  2.37  3.81  -3.20
H  3.27  3.22  -3.14
H  2.29  2.62  -4.33
O  0.03  -0.91  1.39
H  -0.55  -0.66  2.08
H  -0.40  -1.26  0.58
O  2.37  1.80  -4.74
H  1.40  -0.61  -0.75
H  -2.98  2.60  1.24
O  0.76  -3.06  -3.44
H  0.02  2.86  2.22
H  1.26  -2.49  -3.97
O  2.70  -1.35  2.94
H  1.90  -1.24  2.43
H  1.25  -4.15  1.44
O  -0.85  -0.77  -1.58
H  -4.99  1.45  0.73
H  -1.55  -0.70  -1.04
O  2.28  -0.65  -0.66
H  2.63  -0.62  3.51
H  2.44  -0.55  0.30
O  -1.47  0.43  3.15
H  -1.99  1.30  1.90
H  1.74  3.69  -2.55
O  0.11  3.30  1.35
H  0.78  2.59  1.04
H  1.37  1.70  -4.92
O  -4.77  1.77  -0.10
H  1.15  -3.36  -2.70
O  2.97  -4.13  0.88
H  3.28  -3.23  1.32
H  -3.78  1.71  -0.08
O  -3.60  -1.15  1.27
H  -3.18  -0.74  2.12
H  -3.14  -0.42  0.76
O  0.59  -4.78  1.04
H  1.08  -5.45  1.25
H  -1.80  0.75  3.89
O  -2.51  1.81  1.03
H  -1.07  -1.69  -2.09
H  2.40  -3.76  0.29
O  -1.40  3.51  -0.66
H  -1.59  2.75  -0.21
H  -0.84  4.04  0.06

Gap between HOMO and LUMO = 0.323 Ha
HOMO level = -0.23489 Ha
LUMO level = 2.40 eV
Total charge = -1
2S+1 = 1

Which of them is the least stable? Correct choice: x).

w) A cluster of 2 separate species, C6H14N3 in total, computed with ωB97M-V with the def2-TZVPD basis set.

Element x y z (Å)
C  0.24  -1.14  -2.33
C  -0.83  -1.58  -1.25
C  1.61  -0.93  -1.70
C  -0.99  -0.36  -0.39
C  1.44  -0.13  -0.46
C  -1.38  2.87  1.52
N  0.33  0.02  0.16
N  -0.42  1.08  2.51
N  -0.91  2.24  2.52
H  0.37  -1.81  -3.17
H  -0.16  -0.23  -2.74
H  -1.72  -1.81  -1.79
H  -0.47  -2.60  -0.76
H  2.07  -1.86  -1.55
H  2.13  -0.48  -2.61
H  -1.32  0.46  -1.06
H  -1.60  -0.57  0.55
H  -1.55  2.38  0.49
H  2.30  0.47  -0.01
H  -1.83  3.85  1.74
H  0.21  0.46  1.11
H  -0.25  0.68  3.53
H  -0.88  2.71  3.39

Gap between HOMO and LUMO = 0.308 Ha
HOMO level = -0.44359 Ha
LUMO level = -3.69 eV
Total charge = +1
2S+1 = 1

x) A cluster of 2 separate species, C6H14N3 in total, computed with ωB97M-V with the def2-TZVPD basis set.

Element x y z (Å)
C  -2.42  0.49  -0.05
C  1.28  0.42  1.12
C  2.79  0.34  0.84
C  1.79  -1.03  -0.86
C  0.71  -0.61  0.17
C  -2.93  -0.61  -0.74
N  -0.16  0.02  -0.86
N  -3.13  1.25  0.66
N  2.86  -0.15  -0.61
H  1.02  0.25  2.15
H  0.81  1.52  0.83
H  3.32  1.32  0.88
H  3.32  -0.33  1.44
H  1.97  -2.12  -0.51
H  1.37  -1.01  -1.87
H  0.13  -1.24  0.72
H  -2.30  -1.55  -0.57
H  -4.04  -0.77  -0.47
H  -2.64  -0.59  -1.78
H  -4.12  1.05  0.62
H  -2.72  1.97  1.32
H  -0.02  0.97  -1.05
H  3.12  0.42  -1.37

Gap between HOMO and LUMO (spin up / spin down) = 0.271 / 0.232 Ha
HOMO level (spin up / spin down) = -0.44131 / -0.43524 Ha
LUMO level (spin up / spin down) = -4.63 / -5.54 eV
Total charge = +1
2S+1 = 1

Which of them is the least stable? Correct choice: x).